[1]
44
Properties=species:S:1:pos:R:3 method="wB97M-V/def2-TZVPD" homo_energy_ev="-16.288 / -16.518" orbital_gap_ev="8.9 / 9.5" multiplicity=3 total_charge=+2 de_lowest_kcal_mol=1.1
V -0.2407 -0.2989 0.0994
P -2.5605 0.2949 -0.3534
C -2.3924 0.8683 -2.0742
C -0.9606 1.1849 -2.5156
N 0.0892 0.7946 -1.7745
C 1.3506 1.1581 -2.1085
C 1.5771 1.9298 -3.2596
C 0.5132 2.3298 -4.0546
C -0.7659 1.9639 -3.6549
C 2.5008 0.7379 -1.1738
P 2.6666 -0.9948 -0.6430
H -1.6522 2.2776 -4.1902
H 2.6050 2.1634 -3.5633
H 0.6510 2.9658 -4.9458
H 3.4144 0.9563 -1.7403
H 2.5216 1.3732 -0.2660
H -2.9141 0.2105 -2.7476
H -2.9818 1.8119 -2.0872
H -0.6355 -2.3924 -3.6853
O -1.3339 -2.4991 -4.3278
H -2.1339 -2.6865 -3.8372
H 1.5335 -1.8438 -0.6293
O -0.3617 -2.0605 -0.2824
H -0.4021 -2.9602 0.0429
C 3.5726 -1.9024 -1.9133
H 4.2994 -1.2429 -2.4162
H 4.1150 -2.7260 -1.4149
H 2.8673 -2.3299 -2.6493
C 3.5043 -1.0500 0.9389
H 3.0394 -1.7003 1.6841
H 4.5380 -1.3898 0.7818
H 3.5348 -0.0286 1.3317
C -3.5361 1.6209 0.3749
H -4.5482 1.6343 -0.0477
H -3.5387 1.3303 1.4306
H -3.0899 2.6159 0.2500
C -3.5833 -1.2184 -0.3803
H -3.7841 -1.4734 0.6735
H -4.5385 -1.1412 -0.9273
H -2.9613 -2.0114 -0.8201
O 0.3778 -0.3103 2.0922
N -0.0313 0.9616 2.2604
O -0.1054 1.4559 3.3756
O -0.2194 1.6208 1.1592

---

[2]
12
Properties=species:S:1:pos:R:3 method="wB97M-V/def2-TZVPD" homo_energy_ev=-8.113 orbital_gap_ev=8.4 total_charge=0 de_lowest_kcal_mol=57.0
C 0.4261 -0.2735 -0.0286
C 1.2568 0.6243 0.7701
C 0.6234 1.8411 0.7778
C -0.7121 0.4028 -0.2932
H 0.1267 -2.4972 0.9409
H 2.3172 0.3639 1.0647
H 0.7802 2.6920 1.3990
H -1.1332 2.3498 -0.3852
H -1.9259 -0.9414 -0.4125
N -0.5208 1.6640 0.1152
O -1.8928 0.2357 -0.8327
S 0.5661 -1.9418 -0.2568

---

[3]
67
Properties=species:S:1:pos:R:3 method="wB97M-V/def2-TZVPD" homo_energy_ev=-4.370 orbital_gap_ev=6.9 total_charge=-1 de_lowest_kcal_mol=67.1
C -4.5573 -4.1480 4.4483
C -3.5767 -3.1119 4.3940
C -2.7010 -2.5574 5.3005
C -2.0427 -1.4953 4.6496
C -2.3978 -1.6369 3.3020
B 0.9160 -0.3992 1.8626
C 0.9847 0.1737 3.2994
C 0.2897 1.0723 4.1275
C 1.1244 1.4132 5.2375
C 2.2563 0.6174 5.1092
C 3.4554 0.5085 5.9034
O 2.1384 -0.1840 4.0009
C 1.1910 -1.9350 1.9601
C 0.6526 -3.2111 2.1595
C 1.7039 -4.1505 1.9156
C 2.8354 -3.4095 1.6134
C 4.1848 -3.6140 1.2377
O 2.5368 -2.0805 1.6925
C -2.2102 -0.8629 2.1866
C -2.6890 -1.3593 0.9480
C -3.5919 -0.3834 0.5089
C -3.5051 0.7058 1.3851
C -4.3533 1.8123 1.6488
O -2.5442 0.4855 2.3279
O -3.3613 -2.6021 3.1642
H -4.7601 -4.2983 5.5056
H -5.4874 -3.9130 3.9156
H -4.1158 -5.0578 4.0180
H -2.5161 -2.8853 6.3173
H -1.3973 -0.7154 5.0258
H -0.6821 1.5060 3.9191
H 0.9468 2.1921 5.9830
H 3.9238 1.4849 6.0408
H 3.2106 0.1412 6.9005
H 4.1819 -0.1678 5.4614
H -0.3702 -3.4514 2.4362
H 1.6382 -5.2401 1.9387
H 4.4472 -4.6622 1.2733
H 4.3527 -3.2386 0.2277
H 4.8609 -3.0479 1.8812
H -2.4348 -2.3339 0.5472
H -4.3164 -0.5246 -0.2717
H -4.9782 1.9763 0.7758
H -4.9930 1.5763 2.5146
H -3.7753 2.7167 1.8756
O 2.4245 -1.9521 -1.1088
S 1.5770 -0.8518 -1.4935
O 1.8937 0.0763 -2.5501
C -0.0639 -1.6196 -1.9498
F 0.1033 -2.3963 -3.0269
F -0.4997 -2.3963 -0.9122
F -1.0030 -0.6743 -2.2057
C 1.1711 0.1154 -0.0375
C -0.2089 0.1598 0.7874
C -0.4552 1.5895 0.9912
N -1.3645 2.3867 0.3737
O -2.2444 2.2641 -0.4897
O -0.9709 3.7215 0.7438
N 0.1895 3.7218 1.4641
C 0.5462 2.3956 1.5250
C 1.8962 1.8608 1.4768
N 2.9704 2.1864 2.4041
O 2.7719 3.0739 3.2563
O 4.0299 1.5168 2.3102
C 2.2147 0.8759 0.4841
H -0.9370 -0.3575 0.1708
H 3.2560 0.7098 0.1709

---

[4]
9
Properties=species:S:1:pos:R:3 method="wB97M-V/def2-TZVPD" homo_energy_ev=-4.488 orbital_gap_ev=8.0 total_charge=-1 de_lowest_kcal_mol=41.1
C -2.4331 0.4141 0.1332
N -1.3506 -0.1117 0.0572
N -0.2602 -0.3637 -0.7969
O -3.5019 0.7168 0.4943
O 1.5434 -0.7986 1.0458
O 3.2843 0.2303 -0.3935
O 0.6780 0.6636 -0.7833
S 2.0947 0.4736 0.4727
H -0.0545 -1.2244 -0.2295

---

[5]
47
Properties=species:S:1:pos:R:3 method="wB97M-V/def2-TZVPD" homo_energy_ev=-8.597 orbital_gap_ev=9.5 total_charge=0 smiles="CCN(CC)P(=O)(Oc1cccc(C)c1)N(CC)CC"
C -1.1439 -1.7788 2.7216
C -1.0810 -1.5025 1.2206
N -0.8559 -0.1139 0.9046
C -1.9339 0.8349 1.0981
C -1.7712 1.6691 2.3652
P 0.5082 0.3664 0.0654
O 0.5028 1.8059 -0.1843
O 0.5225 -0.5602 -1.2799
C -0.3407 -0.1834 -2.2908
C -1.4970 -0.9188 -2.5110
C -2.3367 -0.5622 -3.5505
C -2.0332 0.5214 -4.3561
C -0.8814 1.2655 -4.1359
C -0.5343 2.4359 -5.0042
C -0.0362 0.9010 -3.0956
N 1.8647 -0.2241 0.8255
C 2.5497 0.7142 1.6913
C 2.0452 0.6775 3.1314
C 2.5152 -1.4787 0.5224
C 2.6248 -2.4248 1.7174
H -0.2587 -1.3840 3.2133
H -1.1995 -2.8509 2.8987
H -2.0225 -1.3138 3.1614
H -2.0169 -1.8438 0.7549
H -0.2581 -2.0682 0.7787
H -1.9541 1.5131 0.2409
H -2.8795 0.2837 1.1221
H -1.7130 1.0394 3.2494
H -2.6158 2.3459 2.4721
H -0.8612 2.2579 2.2882
H -1.7234 -1.7592 -1.8724
H -3.2380 -1.1304 -3.7281
H -2.7003 0.7941 -5.1609
H -1.3952 2.7624 -5.5821
H -0.1776 3.2656 -4.3981
H 0.2608 2.1626 -5.6980
H 0.8605 1.4640 -2.8887
H 2.3833 1.7181 1.2911
H 3.6232 0.5027 1.6599
H 2.2190 -0.2931 3.5887
H 0.9787 0.8853 3.1441
H 2.5561 1.4355 3.7210
H 1.9486 -1.9592 -0.2749
H 3.5256 -1.2787 0.1385
H 1.6506 -2.5944 2.1669
H 3.2933 -2.0191 2.4723
H 3.0266 -3.3796 1.3857

---

[6]
51
Properties=species:S:1:pos:R:3 method="wB97M-V/def2-TZVPD" homo_energy_ev="-13.188 / -13.196" orbital_gap_ev="5.1 / 6.3" multiplicity=7 total_charge=+2 de_lowest_kcal_mol=0.0
Tb 0.9931 2.0157 -0.0863
C -1.7785 3.7150 -1.1326
O -1.0088 2.4970 -1.0080
C -1.7227 1.2641 -1.2341
C -2.5081 1.1620 -2.3299
C -3.1001 -0.0583 -2.6037
C -2.8910 -1.1394 -1.7305
C -2.2159 -0.9647 -0.5016
C -1.5427 0.2405 -0.2929
N -0.6158 0.4789 0.7426
N -0.7606 -0.2667 1.7626
C 0.0626 -0.1524 2.7983
C 1.2370 0.7035 2.8454
O 1.4923 1.4989 1.8372
C 2.0805 0.7454 3.8781
C 1.8074 0.0235 4.9710
C 0.6268 -0.7417 5.0244
C 0.2328 -1.4659 6.2316
C -0.9251 -2.1538 6.3954
C -1.7096 -2.3314 5.2155
C -1.3980 -1.6872 4.0424
C -0.2742 -0.8816 3.9591
H -2.0446 3.9374 -2.1923
H -1.1648 4.5541 -0.7138
H -2.6914 3.6607 -0.5400
H -2.7135 2.0277 -2.9569
H -3.7194 -0.1659 -3.4927
H -3.4776 -2.0222 -1.8564
H -2.0419 -1.7823 0.1995
H 2.9106 1.4208 3.7655
H 2.4262 0.0132 5.8719
H 0.9349 -1.3689 7.0686
H -1.2391 -2.6748 7.2978
H -2.6444 -2.8984 5.2768
H -2.0468 -1.6988 3.2090
C 1.5973 -1.6649 -1.6957
N 1.4316 -0.9045 -2.9340
C 1.0679 -1.5375 -4.1023
C 1.4976 -0.7617 -5.0969
N 2.1793 0.2949 -4.5605
C 2.8915 1.3395 -5.2811
C 2.0894 0.2415 -3.2158
Se 2.9494 1.3940 -2.0346
H 1.3245 -2.6977 -1.8600
H 0.9552 -1.3035 -0.8849
H 2.6661 -1.6545 -1.3926
H 0.4610 -2.4278 -4.0734
H 1.2035 -0.7843 -6.1562
H 3.9787 1.2806 -5.2105
H 2.5132 2.2812 -4.8946
H 2.6240 1.4010 -6.3278

---

[7]
25
Properties=species:S:1:pos:R:3 method="wB97M-V/def2-TZVPD" homo_energy_ev=-8.419 orbital_gap_ev=9.1 total_charge=0 smiles=CC(C)(c1cccs1)c1cccs1 de_lowest_kcal_mol=0.0
C 2.0416 -0.4526 -0.3830
C 0.8475 0.3245 0.2421
C 1.4285 1.5107 1.0499
C -0.0279 -0.8154 1.1300
C -1.4038 -0.9388 1.2827
C -1.6602 -2.0440 2.1060
C -0.6351 -2.8974 2.2320
S 0.8969 -2.2672 1.6280
C 0.1214 0.8740 -0.9246
C -0.5992 0.2593 -1.9748
C -1.3745 1.1450 -2.7220
C -1.2140 2.4350 -2.3579
S -0.0161 2.5871 -1.1204
H 2.4758 0.2192 -1.1002
H 2.7441 -0.8280 0.3414
H 1.5707 -1.3133 -0.9152
H 1.8207 1.0976 2.0507
H 2.1692 1.9952 0.4066
H 0.6490 2.1983 1.3825
H -2.1625 -0.2913 0.8802
H -2.6209 -2.4977 2.1760
H -0.4996 -3.8072 2.6928
H -0.7968 -0.7425 -1.9599
H -2.2105 0.8392 -3.4052
H -1.5441 3.4104 -2.7377

---

[8]
16
Properties=species:S:1:pos:R:3 method="wB97M-V/def2-TZVPD" homo_energy_ev="-7.862 / -7.862" orbital_gap_ev="4.8 / 4.8" total_charge=0 de_lowest_kcal_mol=129.4
C -1.3282 -1.7970 1.3766
C 0.0036 0.9339 1.0715
C -1.1609 0.0095 -0.9141
C 1.2832 -0.4422 -0.4561
C 0.1920 0.5455 -0.4376
N -1.3740 -2.6410 2.1779
S 2.6840 -0.2639 -1.4032
H -0.4273 0.0965 1.7277
H -0.5517 1.8800 1.0848
H 1.0061 1.1991 1.4109
H -1.8498 0.7570 -0.9811
H -1.2577 -0.5925 -0.0129
H -1.1822 -0.5695 -1.7705
H 1.3274 -1.3187 0.0853
H 0.4477 1.5167 -0.7810
H 2.1880 0.6864 -2.1783

---

[9]
42
Properties=species:S:1:pos:R:3 method="wB97M-V/def2-TZVPD" homo_energy_ev=-9.013 orbital_gap_ev=9.4 total_charge=0 smiles="C[C@](O)(CN(C1CC1)S(=O)(=O)c1ccc(O)cc1)c1ccn[nH]1" de_lowest_kcal_mol=88.8
C -2.9072 1.2612 -0.8258
C -2.5263 0.1735 0.2062
O -3.3872 0.3718 1.3171
C -1.0588 0.2892 0.7474
N -0.1375 1.2098 0.0052
C 0.7544 2.0083 0.8402
C 1.0325 3.4696 0.3886
C 0.1506 3.1693 1.5964
S 0.7097 0.6401 -1.4116
O -0.1757 -0.1273 -2.2718
O 1.3067 1.7487 -2.1460
C 2.0116 -0.3781 -0.7152
C 1.7568 -1.6193 -0.1237
C 2.7854 -2.2560 0.5743
C 4.0715 -1.7600 0.5788
O 5.1172 -2.4100 1.1691
C 4.3162 -0.6110 -0.1738
C 3.2914 0.0972 -0.7871
C -2.7751 -1.2179 -0.3060
C -3.5440 -2.2412 0.2309
C -3.3365 -3.4154 -0.6127
N -2.5103 -3.1144 -1.5738
N -2.1941 -1.7850 -1.4233
H -2.8023 2.2728 -0.4465
H -3.9714 1.1331 -1.1017
H -2.2942 1.1848 -1.7263
H -4.2643 0.1107 0.9944
H -0.6054 -0.7207 0.8820
H -1.1165 0.6956 1.7656
H 1.6294 1.4367 1.2604
H 0.4873 3.8758 -0.4644
H 2.0254 3.9167 0.5749
H -0.9121 3.3220 1.5143
H 0.5975 3.3959 2.5724
H 0.7778 -2.1013 -0.2509
H 2.5328 -3.1628 1.0866
H 5.9033 -1.8713 1.0786
H 5.2952 -0.1856 -0.2486
H 3.5714 0.9704 -1.3310
H -4.2058 -2.1787 1.0878
H -3.7446 -4.4055 -0.4589
H -1.6548 -1.1916 -2.0719

---

[10]
109
Properties=species:S:1:pos:R:3 method="wB97M-V/def2-TZVPD" homo_energy_ev=-9.980 orbital_gap_ev=9.9 total_charge=0 smiles="CCCN[SiH2]C(F)(F)C(F)(F)C(F)(F)F.COC(=O)OC.COC(=O)OC.COC(=O)OC.COC(=O)OC.COC(=O)OC.COC(=O)OC.COC(=O)OC"
C 2.1108 1.1358 4.6529
C 3.0893 2.4008 4.2611
C 2.1896 3.8033 4.3400
N 1.0243 3.6337 3.3897
Si -0.2437 4.8933 3.6031
C -1.7137 4.3300 4.7131
F -1.3585 4.7485 6.1207
F -2.9444 5.1245 4.3793
C -1.9616 2.7109 4.7712
F -3.1492 2.4962 5.6805
F -0.8155 2.0573 5.4533
C -2.3616 2.0144 3.3418
F -3.3855 2.7812 2.5589
F -3.0198 0.7009 3.6938
F -1.1703 1.6236 2.5045
H 1.2167 1.0402 3.8691
H 1.6291 1.2993 5.7150
H 2.6983 0.1105 4.6971
H 4.0689 2.4508 4.9107
H 3.3575 2.2553 3.1075
H 1.8172 3.8812 5.4503
H 2.9034 4.6976 4.0931
H 1.3228 3.5151 2.3945
H -0.7827 5.1623 2.2453
H 0.2610 6.1895 4.0772
C -5.6138 4.1696 0.6749
O -6.3525 3.4009 -0.2726
C -5.6777 3.1279 -1.4176
O -4.5375 3.4781 -1.6791
O -6.4912 2.3975 -2.2216
C -5.9088 2.0347 -3.4718
H -6.2493 4.3284 1.5505
H -4.7164 3.6300 0.9942
H -5.3514 5.1474 0.2581
H -5.0231 1.4097 -3.3183
H -5.6581 2.9271 -4.0544
H -6.6464 1.4540 -4.0325
C -2.9591 -5.0214 7.9342
O -2.1034 -4.1789 7.1647
C -2.6541 -2.9869 6.8226
O -3.7768 -2.6054 7.1143
O -1.7393 -2.2926 6.0997
C -2.1844 -1.0082 5.6682
H -2.4171 -5.9461 8.1509
H -3.2185 -4.5436 8.8844
H -3.8611 -5.2757 7.3682
H -2.4129 -0.3700 6.5279
H -3.0555 -1.1020 5.0117
H -1.3743 -0.5429 5.1002
C -9.5603 2.6085 -3.1114
O -10.2086 1.4197 -3.5594
C -11.0479 0.8645 -2.6493
O -11.2747 1.2922 -1.5283
O -11.5913 -0.2492 -3.2023
C -12.5023 -0.9422 -2.3516
H -8.9142 2.9658 -3.9181
H -10.2954 3.3883 -2.8881
H -8.9358 2.4012 -2.2364
H -13.3551 -0.3043 -2.0978
H -11.9955 -1.2913 -1.4461
H -12.8753 -1.8147 -2.8949
C 6.9255 0.1680 0.6951
O 6.6548 0.9138 -0.4902
C 5.6404 1.8066 -0.3686
O 4.9763 2.0052 0.6367
O 5.4926 2.4405 -1.5594
C 4.4526 3.4162 -1.5797
H 7.7536 -0.5141 0.4835
H 7.2275 0.8340 1.5097
H 6.0537 -0.4280 0.9836
H 4.6558 4.2121 -0.8559
H 3.4820 2.9500 -1.3820
H 4.4242 3.8592 -2.5789
C -1.6248 -2.9420 -5.3588
O -2.0068 -1.9201 -4.4401
C -2.4557 -2.3822 -3.2459
O -2.5502 -3.5553 -2.9205
O -2.7813 -1.3130 -2.4763
C -3.2728 -1.6504 -1.1807
H -1.2825 -2.4591 -6.2783
H -0.7992 -3.5360 -4.9540
H -2.4798 -3.5807 -5.6031
H -2.5130 -2.1930 -0.6088
H -4.1935 -2.2376 -1.2579
H -3.5012 -0.7204 -0.6530
C 11.0530 -3.6839 -3.3602
O 10.7236 -2.4773 -2.6747
C 9.8415 -1.6840 -3.3332
O 9.3356 -1.9211 -4.4190
O 9.6196 -0.5811 -2.5745
C 8.7041 0.3506 -3.1471
H 11.7644 -4.2398 -2.7432
H 10.1616 -4.3036 -3.5008
H 11.5290 -3.4642 -4.3212
H 7.7187 -0.1079 -3.2793
H 9.0862 0.7316 -4.0997
H 8.6019 1.1921 -2.4564
C 7.5333 -3.4675 -5.2365
O 6.2483 -4.0657 -5.3950
C 5.9499 -5.0033 -4.4607
O 6.6709 -5.3524 -3.5391
O 4.7102 -5.4854 -4.7292
C 4.2607 -6.4880 -3.8200
H 7.6658 -2.7342 -6.0368
H 7.6003 -2.9453 -4.2766
H 8.3232 -4.2203 -5.3252
H 4.1969 -6.0866 -2.8034
H 4.9198 -7.3616 -3.8519
H 3.2598 -6.8009 -4.1296

---

[11]
6
Properties=species:S:1:pos:R:3 method="wB97M-V/def2-TZVPD" homo_energy_ev=-0.601 orbital_gap_ev=5.9 total_charge=-2 de_lowest_kcal_mol=7.0
O 1.0850 -0.0198 1.4266
V -0.1782 0.6823 0.7748
O -0.7553 1.8829 1.6002
Cl 1.3208 -2.6019 -2.5546
Cl -1.9631 -1.3018 0.4110
Cl 0.4908 1.3583 -1.6580

---

[12]
14
Properties=species:S:1:pos:R:3 method="wB97M-V/def2-TZVPD" homo_energy_ev=-4.137 orbital_gap_ev=8.0 total_charge=-1 de_lowest_kcal_mol=38.8
C 0.5836 -0.1573 1.4591
C -1.0624 -1.2036 -0.2617
C -0.4289 0.0082 0.4342
O -0.5841 1.4745 -2.3785
O 1.7711 0.3498 -2.1160
P 0.5724 1.0254 -1.5725
Cl 1.3492 2.7556 -0.6102
H 0.2452 0.0200 2.6454
H 1.0381 -1.0910 1.5150
H 1.4060 0.5841 1.4778
H -0.2028 -1.7313 -0.5921
H -1.7220 -0.7975 -1.0836
H -1.6301 -1.8359 0.4592
H -1.3352 0.5989 0.6237

---

[13]
7
Properties=species:S:1:pos:R:3 method="wB97M-V/def2-TZVPD" homo_energy_ev=-9.265 orbital_gap_ev=8.2 total_charge=0 smiles="O=CC(=S)S" de_lowest_kcal_mol=14.9
O 0.1810 -2.1897 0.1113
C -0.4245 -1.2418 0.5086
C -0.1072 0.1402 -0.0264
S -1.4391 0.9494 -0.5612
S 1.5093 0.6775 0.2125
H -1.2965 -1.3385 1.1468
H 1.9150 -0.5658 0.6489